C7H13N as an isolated structure in a non-equilibrium geometry. Source: the OMol25 dataset; level of theory: the ωB97M-V functional and the def2-TZVPD basis.

Calculated values
* LUMO energy: 0.800 eV
* energy: -8950.866 eV
* frontier orbital gap: 9.437 eV
* M: 111.19 g mol⁻¹
* energy relative to the best compared isomer or geometry (same formula, charge and spin): 874.8 kJ/mol
* E_HOMO: -8.64 eV

Structure (ORCA input):
```
! RIJCOSX wB97M-V def2-TZVPD def2/J DEFGRID3
* xyz 0 1
C -1.10302 -0.47387 1.36447
C -0.64888 -0.04928 0.04244
C -1.77659 -0.25988 -1.22973
C -0.17776 1.52875 0.04611
C 1.53190 0.08708 0.23906
C 1.98271 -1.12651 -0.23228
C 0.57454 -0.77513 -0.46577
H -2.00122 -1.26147 1.29562
H -0.14561 -1.25266 2.06564
H -1.64445 0.38510 2.19495
H -2.80444 0.01588 -0.71987
H -1.56019 -1.50619 -1.89068
H -1.42690 0.54655 -2.11764
H -0.48665 2.19307 -0.66989
H -0.41396 1.98875 1.04669
H 1.80935 1.94578 0.36385
H 1.37826 0.07922 1.28653
H 2.44124 -1.92251 0.53602
H 2.28838 -1.15589 -1.28311
H 0.83763 -0.44377 -1.54449
N 1.34566 1.45699 -0.32793
*
```

natural (NBO) population analysis, charges in e, atoms 1 to 2: number 1, C, carries -0.6226; number 2, C, carries -0.0968